1.
# C4H4ClF

C4H4ClF in the gas phase (ωB97M-V/def2-TZVPD, OMol25).

Computed properties:
Lowest unoccupied orbital energy = 0.79 eV
Electronic energy = -714.816018 Ha
SMILES = F/C=C\C=C\Cl
Highest occupied orbital energy = -8.8249 eV
Relative energy (zero: lowest compared OMol25 entry of this formula, charge and spin) = 0.3226 eV
Orbital gap = 9.62 eV

The geometry in ORCA input format:
```
! wB97M-V def2-TZVPD RIJCOSX def2/J DEFGRID3
* xyz 0 1
F -1.76363 -1.41995 -0.03852
C -1.87045 -0.10183 0.02982
C -0.65919 0.50341 -0.03735
C 0.56214 -0.31223 -0.01989
C 1.71645 0.27433 -0.09658
Cl 3.18452 -0.68259 0.00425
H -2.89204 0.27894 0.15155
H -0.61387 1.58282 -0.08434
H 0.46098 -1.42441 -0.03979
H 1.87509 1.30152 0.13085
*
```

2.
# C4H4ClF3

A molecular structure, C4H4ClF3 (ωB97M-V/def2-TZVPD, OMol25).

Computed properties:
Lowest unoccupied orbital energy = 0.84 eV
Electronic energy = -914.532784 Ha
Highest occupied orbital energy = -10.8183 eV
Relative energy (zero: lowest compared OMol25 entry of this formula, charge and spin) = 1.5361 eV
Orbital gap = 11.66 eV

The geometry in ORCA input format:
```
! wB97M-V def2-TZVPD RIJCOSX def2/J DEFGRID3
* xyz 0 1
C -0.60542 -0.93176 -1.69057
C 0.19920 -0.02277 -1.22899
C 0.82912 -0.09582 0.61831
C -0.21792 0.68216 1.38288
F 0.84559 -1.40171 0.97783
F -1.46679 0.29918 1.07902
F -0.10936 0.53528 2.72038
Cl -0.05139 2.41720 0.99901
H -0.92379 -0.88130 -2.72327
H -0.98182 -1.75343 -1.10696
H 0.65298 0.82870 -1.69048
H 1.82961 0.32428 0.66283
*
```

3.
# C4H4ClFO

2 unconnected molecules or ions with the total composition C4H4ClFO (ωB97M-V/def2-TZVPD, OMol25).

Computed properties:
Lowest unoccupied orbital energy = -0.19 eV
Electronic energy = -789.962954 Ha
Highest occupied orbital energy = -8.7674 eV
Relative energy (zero: lowest compared OMol25 entry of this formula, charge and spin) = 3.2313 eV
Orbital gap = 8.57 eV

The geometry in ORCA input format:
```
! wB97M-V def2-TZVPD RIJCOSX def2/J DEFGRID3
* xyz 0 1
C -2.01935 -0.72173 -0.05857
C 1.28414 0.17698 -0.75502
C 1.08941 0.00080 0.74682
C -0.00714 0.50269 -0.08205
O -1.95522 -1.86487 -0.05746
F -0.49946 1.74480 -0.08883
Cl -3.40109 0.30428 0.04887
H 1.85910 0.98735 -1.09214
H 1.26348 -0.66765 -1.37914
H 0.86324 -1.11198 1.11542
H 1.52290 0.64934 1.60211
*
```